{
  "formula": "C62H136AsF6N6",
  "method": "ωB97M-V/def2-TZVPD",
  "species": ["C", "C", "C", "C", "N", "C", "C", "C", "C", "C", "H", "H", "H", "H", "H", "H", "H", "H", "H", "H", "H", "H", "H", "H", "H", "H", "H", "H", "H", "H", "C", "C", "C", "C", "N", "C", "C", "C", "C", "C", "H", "H", "H", "H", "H", "H", "H", "H", "H", "H", "H", "H", "H", "H", "H", "H", "H", "H", "H", "H", "C", "C", "C", "C", "N", "C", "C", "C", "C", "C", "C", "C", "H", "H", "H", "H", "H", "H", "H", "H", "H", "H", "H", "H", "H", "H", "H", "H", "H", "H", "H", "H", "H", "H", "H", "H", "C", "C", "C", "C", "N", "C", "C", "C", "C", "C", "C", "C", "H", "H", "H", "H", "H", "H", "H", "H", "H", "H", "H", "H", "H", "H", "H", "H", "H", "H", "H", "H", "H", "H", "H", "H", "C", "C", "C", "C", "N", "C", "C", "C", "C", "C", "C", "C", "H", "H", "H", "H", "H", "H", "H", "H", "H", "H", "H", "H", "H", "H", "H", "H", "H", "H", "H", "H", "H", "H", "H", "H", "C", "C", "C", "C", "N", "C", "C", "C", "C", "C", "C", "C", "H", "H", "H", "H", "H", "H", "H", "H", "H", "H", "H", "H", "H", "H", "H", "H", "H", "H", "H", "H", "H", "H", "H", "H", "As", "F", "F", "F", "F", "F", "F"],
  "xyz": [[2.040670, -0.107192, 7.070592], [2.564420, -0.389042, 5.650092], [1.849750, 0.508408, 4.600422], [1.886030, 2.127028, 4.717512], [1.129680, 2.799938, 3.555562], [-0.336130, 2.401928, 3.469882], [-1.165780, 3.585808, 2.940662], [-0.134030, 4.766008, 2.754952], [1.022370, 4.381798, 3.688302], [1.901400, 2.519848, 2.242922], [2.229000, 0.888708, 7.471602], [2.401470, -0.946862, 7.664612], [0.968150, -0.283452, 7.152622], [2.409440, -1.429872, 5.365892], [3.622470, -0.148892, 5.545442], [0.846700, 0.174078, 4.335452], [2.407920, 0.189998, 3.720002], [2.891680, 2.547128, 4.700432], [1.367270, 2.524168, 5.590012], [-0.237080, 1.513918, 2.845612], [-0.758680, 2.207388, 4.455632], [-1.679430, 3.367598, 2.004362], [-1.867090, 3.840518, 3.735252], [0.130800, 4.940648, 1.712132], [-0.675310, 5.672898, 3.024502], [1.989660, 4.816088, 3.435632], [0.662710, 4.578218, 4.698332], [1.519900, 3.104968, 1.406162], [1.840860, 1.470828, 1.953122], [2.935890, 2.813908, 2.420262], [-1.285150, -1.184322, -6.509048], [-2.183790, -0.276252, -5.693288], [-2.501060, -0.803072, -4.267008], [-3.733380, -1.743982, -4.260168], [-3.760060, -2.718602, -3.038718], [-2.578470, -3.695382, -2.904798], [-3.126470, -4.866702, -2.047118], [-4.648910, -4.850762, -2.211308], [-4.977890, -3.664632, -3.070328], [-3.990810, -1.941972, -1.707288], [-0.615340, -1.722262, -5.838188], [-0.562450, -0.556882, -7.030698], [-1.817260, -1.891642, -7.145178], [-3.094050, -0.296792, -6.292548], [-1.725100, 0.710028, -5.622908], [-2.709130, 0.070888, -3.649748], [-1.632240, -1.193332, -3.736968], [-3.663570, -2.450172, -5.087528], [-4.744000, -1.336462, -4.286358], [-1.700560, -3.253682, -2.433348], [-2.391620, -3.964682, -3.944348], [-2.743720, -4.767672, -1.031348], [-2.964340, -5.902642, -2.344838], [-5.151750, -4.806722, -1.245218], [-5.110450, -5.745242, -2.629608], [-5.824880, -3.093192, -2.690628], [-5.154960, -3.842892, -4.130968], [-4.107780, -2.711692, -0.944438], [-4.830560, -1.247342, -1.687288], [-3.126940, -1.285662, -1.601998], [-0.395020, 3.598288, -6.592648], [-1.302640, 4.487898, -5.711228], [-1.146780, 4.274468, -4.204438], [-1.549180, 5.482558, -3.412178], [-1.267930, 5.311868, -1.872908], [-1.875210, 6.493208, -1.102618], [-0.730950, 7.577408, -0.911978], [0.577330, 6.905678, -1.492428], [0.277620, 5.399588, -1.638768], [-1.721850, 3.917548, -1.343298], [-3.268580, 3.732108, -1.415058], [-3.787870, 2.513368, -0.626368], [0.315370, 4.226818, -7.129678], [-1.048800, 3.037978, -7.261018], [0.087010, 2.796298, -6.033578], [-2.353820, 4.297498, -5.927728], [-1.023830, 5.530598, -5.863358], [-0.156380, 3.944518, -3.890848], [-1.855930, 3.459878, -4.057318], [-2.623910, 5.626408, -3.523308], [-1.097640, 6.432728, -3.697468], [-2.075630, 6.300848, -0.048608], [-2.767180, 6.913288, -1.567388], [-0.531650, 7.801848, 0.135872], [-1.100010, 8.412168, -1.507848], [1.420530, 7.203038, -0.868968], [0.800590, 7.215418, -2.513368], [0.508790, 5.092648, -0.618748], [0.902790, 4.945448, -2.407558], [-1.464560, 3.901588, -0.284218], [-1.144130, 3.170688, -1.887858], [-3.559400, 3.647408, -2.462118], [-3.776350, 4.539718, -0.887778], [-3.518890, 1.588268, -1.136218], [-4.859510, 2.384618, -0.474348], [-3.405840, 2.455688, 0.392862], [6.279670, 0.168518, 2.743742], [5.001910, 0.741238, 2.095742], [5.379240, 1.017788, 0.671482], [4.355350, 1.837658, -0.154168], [4.612820, 2.014988, -1.660108], [4.508600, 0.602838, -2.342168], [4.073180, 0.862518, -3.789338], [3.125330, 2.020078, -3.637338], [3.512380, 2.788788, -2.356598], [6.029710, 2.610168, -1.971188], [6.414760, 4.005318, -1.360448], [7.899880, 4.340718, -1.537938], [6.559240, -0.785612, 2.296982], [6.176830, -0.008312, 3.814372], [7.159060, 0.779478, 2.540022], [4.776980, 1.706108, 2.550202], [4.141650, 0.082838, 2.216482], [5.496510, 0.048528, 0.186832], [6.350940, 1.502098, 0.574862], [4.282850, 2.849238, 0.245282], [3.360890, 1.393518, -0.110928], [5.532800, 0.247288, -2.229438], [3.823520, 0.060858, -1.690238], [4.967330, 1.048378, -4.384368], [3.603970, 0.007148, -4.275438], [3.167360, 2.676838, -4.506248], [2.105060, 1.658338, -3.509688], [4.061340, 3.689868, -2.630088], [2.785460, 3.053578, -1.588758], [6.154400, 2.640548, -3.053608], [6.773820, 1.877708, -1.658288], [6.313890, 4.030508, -0.275418], [5.816480, 4.836748, -1.733128], [8.207790, 4.388498, -2.582448], [8.563970, 3.769558, -0.889198], [8.115760, 5.335438, -1.148038], [-0.850490, -5.402172, 2.014032], [0.582790, -4.753812, 2.239872], [1.526570, -4.794362, 1.027832], [1.141880, -3.759602, -0.055608], [1.896750, -3.922672, -1.455918], [1.429790, -2.941942, -2.548228], [1.757670, -3.486742, -3.967958], [1.710090, -4.987572, -3.729428], [1.589690, -5.217102, -2.224758], [3.423400, -3.935512, -1.259828], [3.969880, -2.782602, -0.402298], [5.507240, -3.012712, -0.191058], [-1.597330, -4.777882, 1.523522], [-1.359420, -5.715312, 2.925652], [-0.801280, -6.296622, 1.393032], [1.087100, -5.352482, 2.998402], [0.300410, -3.766892, 2.606412], [1.417590, -5.800522, 0.623032], [2.541500, -4.576092, 1.360062], [1.298040, -2.712082, 0.202122], [0.103410, -3.921792, -0.344358], [1.879870, -1.975202, -2.322528], [0.351710, -2.907722, -2.391178], [2.755980, -3.166452, -4.266108], [0.913330, -3.109752, -4.545088], [2.555010, -5.528992, -4.154958], [0.945680, -5.566412, -4.247808], [2.270900, -5.969232, -1.826818], [0.584130, -5.545382, -1.961708], [3.853350, -4.095712, -2.248558], [3.681780, -4.856022, -0.736358], [3.380880, -2.646552, 0.504712], [3.711130, -1.848822, -0.901498], [6.054940, -2.246272, 0.357302], [5.980070, -3.090812, -1.170048], [5.668140, -3.985382, 0.273852], [-5.795000, -4.648472, 1.820772], [-5.888620, -4.920012, 3.360842], [-5.349910, -3.722512, 4.150462], [-3.899400, -3.283762, 3.661682], [-3.367930, -2.047652, 4.430162], [-3.293980, -2.391382, 5.974342], [-2.031290, -3.301152, 6.046962], [-1.090980, -2.694002, 4.976642], [-1.890920, -1.762922, 4.129032], [-4.303550, -0.836542, 4.241582], [-4.259400, -0.132402, 2.834442], [-5.176330, 1.041898, 2.692372], [-4.768990, -4.583552, 1.458582], [-6.208380, -3.692202, 1.500202], [-6.442880, -5.283342, 1.216372], [-5.431240, -5.891522, 3.548112], [-6.939510, -5.083932, 3.599292], [-5.392520, -3.926712, 5.220312], [-6.096390, -2.944232, 3.991842], [-3.868660, -2.991212, 2.612122], [-3.157880, -4.059162, 3.854062], [-3.168610, -1.480702, 6.560042], [-4.181980, -2.839002, 6.420652], [-1.593290, -3.284352, 7.044942], [-2.384440, -4.329032, 5.964242], [-0.267210, -2.176252, 5.468002], [-0.593350, -3.473602, 4.399862], [-1.695440, -0.717362, 4.367132], [-1.695500, -2.072502, 3.102352], [-3.900170, -0.188952, 5.020042], [-5.332430, -0.918342, 4.592032], [-4.581440, -0.853832, 2.083492], [-3.237910, 0.187808, 2.629252], [-6.172320, 0.818908, 3.074962], [-5.158640, 1.339178, 1.643852], [-4.657970, 1.834448, 3.232072], [-0.614520, -0.039542, 0.025402], [-2.397730, 0.115758, 0.297602], [-0.764100, 0.530278, -1.707898], [1.207520, -0.195542, -0.235728], [-0.409900, -0.593722, 1.718912], [-0.952290, -1.667052, -0.602818], [-0.336040, 1.691458, 0.621962]],
  "atomic_forces_ev_per_a": [[-0.1, -1.5, -0.3], [-1.2, 2.2, 0.5], [0.7, 0.7, -1.0], [-0.7, -1.2, -0.3], [0.5, 1.5, -0.7], [0.4, -0.4, -0.5], [1.3, 0.3, -0.3], [-1.0, -0.7, 0.1], [-0.5, -0.9, -0.5], [-0.4, 0.3, 0.6], [0.4, -0.3, 0.0], [0.5, 0.6, 0.7], [-0.3, 0.3, -0.4], [0.0, 0.0, 0.0], [0.1, -0.2, 0.3], [-0.3, 0.1, 0.6], [0.0, 0.7, -0.6], [0.0, -0.2, 0.0], [0.1, -0.4, 0.2], [-1.0, 0.0, 0.2], [0.8, -0.5, 0.1], [-0.1, -0.1, 0.2], [-0.2, 0.2, -0.4], [0.3, -0.4, 0.0], [0.5, 0.2, 0.5], [-0.1, 0.0, 0.4], [0.6, 0.0, 0.2], [-0.3, 0.1, 0.3], [-0.1, 0.1, 0.3], [-0.1, -0.1, 0.1], [1.3, 0.0, 0.6], [-0.3, -1.1, 0.2], [-1.1, 1.0, 0.1], [1.1, -1.8, 0.8], [-1.3, 0.8, 1.8], [-0.9, -0.4, -0.3], [-0.2, -0.5, -0.5], [-0.9, 0.2, 0.8], [-0.1, 1.3, -1.0], [1.4, 0.1, -1.0], [0.0, -0.5, 0.1], [-0.4, -0.2, -0.8], [0.3, 0.2, -0.1], [-0.3, 1.0, 0.4], [-0.4, 0.1, 0.0], [-0.4, 0.1, 0.1], [0.1, -0.6, -0.4], [0.0, 0.1, -0.3], [0.3, 0.6, 0.0], [-0.3, 0.4, -0.2], [0.3, -0.2, 0.1], [-0.4, 0.0, 0.1], [1.4, 0.3, -0.4], [0.0, 0.4, 0.1], [0.6, -0.1, -0.3], [0.0, 0.0, -0.2], [0.0, -0.5, 0.1], [0.3, 0.4, 0.2], [-0.4, -0.5, -0.7], [0.2, -0.5, 0.5], [-1.0, -0.1, 0.3], [1.0, 0.4, 0.3], [-0.1, -0.7, -0.2], [-0.7, 0.0, 1.3], [0.7, -0.6, -0.1], [1.6, 0.8, 1.1], [0.1, -1.4, -1.8], [-1.2, 0.7, -1.3], [-0.5, 1.9, 1.6], [-1.3, 1.0, 0.2], [0.1, -0.3, 0.5], [0.5, -1.0, -0.3], [0.0, -0.5, -0.1], [0.3, 0.3, -0.5], [0.4, 0.2, 0.3], [0.1, 0.5, -0.3], [-0.4, 0.1, -0.6], [0.2, -0.1, -0.4], [0.2, -0.2, 0.9], [-0.1, 0.1, 0.3], [0.4, -0.2, -0.1], [-0.6, -1.2, -0.3], [0.2, -0.4, -0.2], [-0.5, 0.3, -0.2], [0.8, 0.5, 0.5], [0.1, -0.6, -0.1], [0.0, 0.7, 0.1], [-0.4, -1.3, -0.2], [-0.6, -0.3, 0.1], [0.4, 0.1, -0.1], [-0.2, 0.0, 0.1], [-0.3, 0.3, 0.1], [0.2, 0.7, -0.6], [0.3, 0.0, 0.1], [-0.2, 0.9, -0.5], [0.4, 0.1, -0.1], [-0.2, -0.5, 0.1], [1.3, 0.7, 0.6], [-0.6, -0.1, -2.4], [0.1, 0.4, -0.1], [0.8, -1.4, -0.2], [1.1, 0.9, 0.6], [0.7, -0.6, 0.9], [-0.9, 0.7, 0.3], [1.8, 0.9, 0.0], [0.2, 0.6, 0.5], [-0.1, -0.5, 0.4], [0.2, 0.5, -0.1], [-0.3, -0.2, 0.0], [0.1, 0.2, 0.0], [-0.2, 0.4, 0.3], [-0.1, 0.0, 0.4], [0.0, -0.1, -0.2], [0.1, -0.1, -0.2], [0.0, 0.1, 0.4], [0.0, 0.1, 0.0], [-0.1, -0.1, 0.1], [-0.3, -0.7, -0.2], [-0.1, -0.1, -0.4], [-0.1, 0.4, 0.0], [-0.1, -0.1, 0.3], [-0.2, 0.0, 0.1], [-0.1, -0.1, -0.2], [-0.6, 0.4, 0.0], [-0.4, -0.3, -0.5], [-0.5, 0.1, -0.1], [-0.2, -0.1, 0.3], [-0.6, -0.4, 0.1], [-0.2, -0.2, -0.3], [0.2, -0.4, 0.1], [-0.1, -0.7, -0.5], [-0.5, 0.3, -0.1], [0.6, -0.3, -0.4], [-1.9, -0.8, -0.2], [-0.5, 1.1, -0.6], [0.1, -0.8, -1.6], [0.6, -0.9, -0.7], [0.5, 0.5, 1.0], [-0.5, 0.1, 2.0], [0.4, -1.3, -0.4], [-0.1, -0.8, 1.2], [-0.6, 0.0, 0.8], [0.3, 0.3, -0.8], [-0.9, -0.1, -0.6], [0.3, 0.6, -0.2], [0.5, 0.0, 0.3], [0.2, -0.2, 0.0], [-0.1, 0.3, 0.3], [1.0, 0.3, 0.0], [0.5, 0.0, -0.1], [0.1, -0.4, 0.0], [-0.1, -0.2, 0.2], [-0.1, 0.2, 0.1], [-0.3, 0.1, 0.0], [0.1, 0.3, -0.1], [-0.4, 0.2, -0.4], [0.6, 0.0, -0.7], [0.6, 0.4, 0.3], [-0.6, 0.6, 0.1], [-0.1, -0.1, -0.2], [-0.1, 0.2, 0.1], [0.2, 0.6, -0.1], [-0.4, -0.2, 0.1], [0.4, -0.6, 0.4], [0.6, 0.2, -0.3], [-0.4, 0.0, 0.1], [0.0, 0.1, -0.1], [0.0, 0.1, 0.3], [-0.6, 0.5, 0.2], [-0.1, 0.0, -1.7], [0.7, -0.1, -0.5], [-0.7, 0.5, 1.2], [-1.7, -0.4, 1.4], [1.0, -0.4, -0.2], [-1.1, 0.8, 0.5], [0.7, -1.4, 1.3], [-1.1, -0.5, -0.8], [1.2, 1.5, -0.2], [0.3, -2.0, 0.8], [0.7, 0.4, 0.5], [0.1, -0.7, -0.1], [-0.1, 0.6, 0.7], [0.5, -0.7, 0.2], [0.4, 0.2, 0.3], [0.0, 0.2, 0.2], [0.3, -0.1, -0.1], [0.3, 0.4, -0.1], [-0.1, -0.1, 0.1], [-0.2, -0.2, -0.2], [0.3, 0.4, -0.5], [-0.1, -0.1, -0.8], [0.0, 0.3, 0.0], [0.5, -0.1, -0.7], [-0.1, 0.2, 0.1], [-0.3, 0.0, -0.1], [-0.1, 0.0, -0.4], [-0.3, 0.9, -0.2], [0.1, 0.6, -0.3], [0.1, -1.2, -0.2], [0.4, -0.4, -0.1], [0.1, -0.3, -0.2], [0.0, 0.4, -0.2], [-0.5, 0.0, 0.1], [-0.8, 0.5, 0.3], [-0.2, 1.1, -0.6], [2.3, -0.1, -0.2], [0.2, -0.4, 2.3], [-2.2, 0.0, 0.4], [0.0, 0.4, -1.7], [0.7, 0.9, 0.7], [-0.5, -2.2, -1.1]],
  "charge": 5,
  "e_homo_ev": -20.455,
  "orbital_gap_ev": 10.11,
  "e_tot_ha": -5605.71627
}